The molecule C5H6N2O at a distorted geometry. Source: the OMol25 dataset; level of theory: ωB97M-V with the def2-TZVPD basis set.

Geometry as XYZ:
```
14
Properties=species:S:1:pos:R:3:forces:R:3:lowdin_charge:R:1
C 1.69773 -1.22736 -0.54590 0.196 -0.062 -0.323 -0.030
C -1.22634 1.00075 0.86769 -0.412 2.234 2.058 -0.157
C 0.22148 -1.10466 -0.75067 1.463 0.011 -3.089 -0.537
C -1.17767 2.32256 0.89904 -2.431 0.287 -1.615 0.070
O -0.16208 0.44159 1.54137 1.768 -1.764 1.864 0.109
N -0.29406 -0.74874 -1.87462 0.620 -0.287 1.171 0.150
C -1.00198 -0.45729 1.02783 3.210 -0.633 -3.739 -0.170
N -0.61538 -1.41720 0.27508 -4.543 0.497 3.606 0.124
H -1.31143 -0.80302 -1.76581 0.173 0.056 -0.258 0.058
H 1.92153 -2.17599 -0.05006 -0.029 0.168 0.044 0.083
H 2.05244 -0.40460 0.07938 -0.002 -0.112 0.073 0.078
H 2.21707 -1.19484 -1.50758 -0.130 0.066 0.180 0.079
H -0.39302 2.85991 1.42258 0.043 -0.505 -0.066 0.083
H -1.92829 2.90891 0.38170 0.075 0.045 0.093 0.061
```
Forces are in eV/Å.

highest occupied orbital energy: -0.342 hartree
LUMO energy: -1.8 eV
ΔE to the lowest compared entry with this formula, charge and spin: 593.2 kJ/mol
structure (SMILES): [H]/N=C(C)\N=C1\OC1=C
total charge: 0